No. 1
{"formula": "C4H2N2", "method": "ωB97M-V/def2-TZVPD", "species": ["N", "C", "C", "C", "C", "N", "H", "H"], "xyz": [[-1.78113, -2.15730, -1.19470], [-1.33437, -1.22678, -0.65135], [-0.56520, -0.25922, 0.14320], [0.57887, 0.35914, -0.28073], [1.24076, 1.19034, 0.64510], [1.72967, 1.78546, 1.57472], [-0.93769, 0.06354, 1.06102], [1.06909, 0.24481, -1.29725]], "atomic_forces_ev_per_a": [[0.52, 1.87, 0.85], [0.52, -1.11, -0.10], [1.18, 0.23, -2.78], [-0.89, -1.36, -1.47], [2.58, 3.25, 5.38], [-2.29, -2.77, -4.78], [-0.75, 0.01, 1.49], [-0.87, -0.12, 1.41]], "lowdin_charge": [0.154, -0.183, -0.058, -0.090, -0.217, 0.158, 0.092, 0.144], "smiles": "N#C/C=C/C#N", "de_lowest_kj_mol": 39.1, "spin_multiplicity": 1, "orbital_gap_ha": 0.35101, "homo_energy_ev": -10.8476}

=====

No. 2
{"formula": "C5H7NO", "method": "ωB97M-V/def2-TZVPD", "species": ["O", "C", "C", "C", "C", "C", "N", "H", "H", "H", "H", "H", "H", "H"], "xyz": [[1.78402, -0.39767, -0.99463], [1.36706, -0.03719, 0.13524], [0.47018, 1.17317, 0.32748], [-0.93727, 0.91595, -0.09885], [-1.10002, -0.56691, -0.26919], [-0.36673, -0.73900, 0.90139], [-0.49142, 0.70560, 1.31576], [0.56986, -0.87380, -1.65293], [1.93176, -0.34606, 1.02753], [0.83437, 2.20041, 0.37091], [-1.63216, 1.70256, -0.37094], [-0.25189, -1.05162, -1.56525], [-1.92441, -1.11399, -0.71115], [-0.25335, -1.57146, 1.58464]], "atomic_forces_ev_per_a": [[-0.24, 0.06, 0.12], [0.09, 0.03, -0.12], [0.17, 0.19, -0.09], [-0.21, 0.20, -0.27], [0.10, -0.01, 0.06], [-0.16, -0.43, 0.10], [0.07, 0.02, 0.22], [0.15, 0.07, 0.15], [-0.11, 0.00, -0.09], [-0.05, -0.15, -0.02], [0.13, -0.13, 0.03], [-0.10, -0.04, -0.02], [0.17, 0.07, 0.05], [-0.01, 0.12, -0.12]], "lowdin_charge": [-0.072, -0.308, -0.189, -0.171, -0.075, -0.136, 0.054, 0.136, 0.140, 0.141, 0.137, 0.107, 0.112, 0.124], "de_lowest_kj_mol": 647.7, "spin_multiplicity": 1, "orbital_gap_ha": 0.34600, "homo_energy_ev": -9.0547}

=====

No. 3
{"formula": "C9H6BF7NO2PtS", "method": "ωB97M-V/def2-TZVPD", "species": ["Pt", "N", "C", "C", "C", "O", "O", "H", "H", "H", "H", "H", "H", "F", "B", "F", "F", "C", "C", "F", "C", "F", "C", "S", "C", "F", "C", "F"], "xyz": [[0.81555, 0.37051, 0.27597], [0.14311, 3.05174, 0.10285], [1.25997, 3.74484, -0.52114], [2.56646, 3.41027, 0.20894], [3.33660, 2.16764, -0.25140], [4.48863, 2.32558, -0.63488], [2.76619, 1.00239, -0.23026], [-0.70295, 3.03934, -0.45035], [-0.07036, 3.43467, 1.01480], [1.13499, 4.83727, -0.51812], [1.31049, 3.43721, -1.56849], [2.34223, 3.30817, 1.27586], [3.26177, 4.24110, 0.09233], [-0.30215, 1.26092, 2.73684], [0.01580, 0.19560, 1.95683], [-0.23564, -0.99667, 2.54497], [-2.64719, -5.86660, -0.23915], [-2.25552, -4.59189, -0.36124], [-3.17813, -3.60156, -0.63360], [-4.47375, -3.91956, -0.76938], [-2.76073, -2.28850, -0.75746], [-3.71004, -1.37702, -1.01210], [-1.43118, -1.90359, -0.62841], [-0.98826, -0.19517, -0.83924], [-0.52233, -2.93164, -0.36207], [0.77846, -2.69677, -0.23664], [-0.92140, -4.25106, -0.22428], [-0.02060, -5.20724, 0.02880]], "atomic_forces_ev_per_a": [[1.81, 0.44, -1.81], [-0.16, 0.31, -0.02], [0.00, -0.06, 0.05], [0.02, 0.12, 0.03], [0.11, -0.15, -0.15], [0.00, 0.07, -0.03], [-0.21, 0.11, 0.59], [0.03, 0.09, -0.05], [-0.02, -0.09, 0.03], [0.03, -0.02, -0.05], [0.06, -0.04, 0.03], [0.00, -0.01, 0.01], [0.01, -0.02, 0.05], [-0.09, -0.19, 0.03], [-0.53, -0.29, 1.00], [-0.11, 0.19, 0.17], [0.00, -0.02, 0.00], [0.07, 0.02, 0.00], [0.03, 0.01, 0.01], [-0.01, 0.00, 0.00], [-0.12, -0.06, -0.03], [0.03, 0.03, -0.01], [0.27, 0.19, 0.04], [-1.05, -0.65, 0.16], [-0.13, -0.07, 0.00], [0.06, 0.03, -0.05], [-0.16, 0.09, -0.01], [0.02, -0.03, 0.01]], "lowdin_charge": [0.886, -0.041, -0.282, -0.127, -0.668, 0.009, -0.232, 0.063, 0.071, 0.095, 0.116, 0.113, 0.102, 0.096, -0.954, 0.107, 0.106, -0.148, -0.152, 0.102, -0.249, 0.070, -0.478, 0.591, -0.242, 0.078, -0.145, 0.110], "de_lowest_kj_mol": 0.0, "spin_multiplicity": 1, "orbital_gap_ha": 0.26727, "total_charge": -1, "homo_energy_ev": -4.5935}

=====

No. 4
{"formula": "C5H12FO4P", "method": "ωB97M-V/def2-TZVPD", "species": ["C", "O", "P", "O", "C", "F", "O", "C", "H", "H", "H", "H", "H", "H", "H", "H", "C", "C", "O", "H", "H", "H", "H"], "xyz": [[1.10170, 2.20479, -0.73881], [0.34074, 0.93349, -0.87853], [0.73970, -0.39557, -0.00450], [0.29280, -0.14082, 1.52238], [-0.32610, -1.58010, -0.69793], [-0.47225, -2.56530, 0.34223], [2.31061, -0.17700, 0.15330], [2.94143, -1.14372, 0.89103], [0.79326, 2.67872, -1.60114], [2.11630, 2.10994, -0.65597], [0.74849, 2.62319, 0.07768], [-0.52023, -0.73393, 1.71434], [-0.01876, -2.05872, -1.60955], [2.76520, -2.18216, 0.73022], [2.75551, -1.13581, 2.04504], [3.96900, -0.84819, 0.91334], [-3.12822, 0.08319, -0.81375], [-2.41199, 0.76494, 0.34480], [-2.44787, 0.39790, 1.46013], [-3.60553, 0.73128, -1.50474], [-2.31499, -0.47284, -1.20783], [-3.92773, -0.60353, -0.43103], [-1.70104, 1.51026, -0.05071]], "atomic_forces_ev_per_a": [[-1.49, -3.54, -2.29], [1.90, -1.07, 0.91], [-2.44, 2.37, -0.82], [-1.24, -2.02, -0.48], [1.33, 0.08, 1.69], [-0.29, -0.11, -0.39], [-1.11, 0.40, -1.01], [1.67, -0.28, 4.65], [-0.26, 1.48, -1.68], [2.59, -0.69, -0.12], [-1.73, 2.38, 3.90], [1.53, 1.51, -0.28], [0.04, -0.16, -0.43], [-0.15, -0.69, -1.35], [-0.49, 0.68, -1.74], [0.88, -0.50, -0.57], [-1.52, -0.51, 2.33], [-0.42, 0.14, -3.60], [-0.19, -0.53, 2.65], [0.02, 0.86, -0.77], [0.55, -0.66, -0.94], [0.85, 0.39, -0.21], [-0.02, 0.47, 0.55]], "lowdin_charge": [-0.010, -0.273, 0.662, -0.138, -0.222, -0.188, -0.236, -0.170, 0.078, 0.060, 0.043, 0.119, 0.044, 0.081, 0.123, 0.082, -0.043, -0.346, 0.054, 0.058, 0.020, 0.099, 0.104], "smiles": "COP(O)(=CF)OC.CC=O", "spin_multiplicity": 1, "orbital_gap_ha": 0.32489, "homo_energy_ev": -8.1389}